The following is a quantum chemistry calculation of C3H4ClFS in the gas phase at a distorted geometry, from the OMol25 dataset.

Atoms and positions in Å:
Cl 2.03637 -1.32084 0.16926
S 0.65750 2.03172 -0.64677
F 0.11277 -2.70045 -0.40950
C -0.31658 0.96934 0.51453
C 0.31642 -1.39301 -0.07478
C -0.65787 -0.44472 0.11419
H -1.64416 -0.88407 -0.14450
H -1.26800 1.46383 0.77474
H 0.46700 1.34990 -1.77757
H 0.29655 0.92830 1.48041

The SMILES is F/C(Cl)=C/CS. The net charge is 0. For the energy above the lowest of the compared OMol25 structures with the same formula, charge and spin, the calculation gives 81.8 kJ/mol. The HOMO-LUMO gap comes out at 10.014 eV.



The following is a quantum chemistry calculation of 2 unconnected molecules or ions with the total composition C3H12N3O at a distorted geometry, from the OMol25 dataset.

Atoms and positions in Å:
O -1.36279 1.13203 1.69535
N -1.00984 -0.65279 -0.34008
N 0.92598 -1.37912 -1.39539
N 0.88796 0.38252 0.41882
C 2.20176 -2.04495 -1.22552
C -1.79643 2.32319 0.86090
C 0.33398 -0.54506 -0.43834
H -1.40319 1.30786 2.57519
H -1.49209 -1.05260 -0.99944
H 1.89995 0.39445 0.40901
H 2.00712 -2.73660 -0.47447
H -1.89079 1.79986 -0.06860
H 2.80457 -1.34736 -0.59046
H -1.42915 -0.33583 0.57843
H 2.80557 -2.39724 -2.01479
H 0.16983 -1.78166 -1.95439
H -1.20453 3.17967 0.84878
H -2.79066 2.59604 1.13709
H 0.34273 1.15760 0.97791

The net charge is +1. For the energy above the lowest of the compared OMol25 structures with the same formula, charge and spin, the calculation gives 271.0 kJ/mol. The HOMO-LUMO gap comes out at 11.313 eV.



The following is a quantum chemistry calculation of a molecular structure, BrH10MnO5 at a distorted geometry, from the OMol25 dataset.

Atoms and positions in Å:
Br -10.29068 8.36740 27.52053
Mn -9.53090 10.62470 26.58133
O -11.31998 11.46599 27.35259
O -7.74271 10.00486 25.67590
O -9.25023 12.60132 25.68446
O -10.41293 10.20121 24.70244
O -8.63525 11.44418 28.29127
H -10.54421 10.84427 23.99214
H -8.30605 12.81653 25.75400
H -11.41800 12.35218 27.72988
H -7.20441 10.58399 25.11761
H -9.59665 13.21286 25.01654
H -8.85414 12.33903 28.58992
H -8.01579 11.09838 28.95286
H -7.53943 9.10194 25.38188
H -10.72335 9.35271 24.34702
H -12.22263 11.12742 27.24876

The net charge is +1. Its expectation value of S² is 8.7527. As for the spin multiplicity: 6. For the energy above the lowest of the compared OMol25 structures with the same formula, charge and spin, the calculation gives 0.0 kJ/mol. The HOMO-LUMO gap (alpha / beta) comes out at 7.777 / 7.859 eV.



The following is a quantum chemistry calculation of a gas-phase ion, C3H7N2S2 (charge +1) at a distorted geometry, from the OMol25 dataset.

Atoms and positions in Å:
S -1.63663 1.71889 0.84559
S -2.77802 -0.75039 -0.83147
N -0.18475 -0.29566 -0.40391
N 0.14559 1.28397 1.36478
C 0.80398 0.62329 0.15281
C 0.31371 -1.47149 -1.07591
C -1.48115 0.05413 -0.30485
H 1.06023 1.37561 -0.66948
H 0.17055 -2.51550 -0.43974
H 1.40257 -1.22678 -1.18112
H 1.68279 0.00334 0.68863
H -0.13197 -1.65895 -2.03085
H 0.15434 0.69291 2.16838
H 0.47876 2.16665 1.71714

The SMILES is CN1C[NH2+]SC1=S. The net charge is +1. For the energy above the lowest of the compared OMol25 structures with the same formula, charge and spin, the calculation gives 273.8 kJ/mol. The HOMO-LUMO gap comes out at 7.803 eV.



The following is a quantum chemistry calculation of 2 unconnected molecules or ions with the total composition C4H14NO at a distorted geometry, from the OMol25 dataset.

Atoms and positions in Å:
O -0.24479 2.67168 0.57059
N 0.46993 0.81057 -1.15271
C -0.24355 -0.43673 -0.56965
C 0.32765 -0.60170 0.80555
C -0.15500 -1.58893 -1.56046
C -0.25448 -1.52457 1.89026
H 0.29552 0.42714 1.24301
H 0.20294 3.48963 0.30268
H -0.76708 -1.47065 -2.44611
H -1.30756 -0.10033 -0.57370
H 0.37186 1.62132 -0.43512
H -0.01171 -2.56998 1.72534
H 1.45923 0.59257 -1.26661
H -0.26037 -1.23177 2.93749
H 1.39604 -0.75716 0.66374
H -1.34720 -1.45468 1.75296
H 0.15322 2.53888 1.44523
H 0.90797 -1.79982 -2.00806
H -0.51053 -2.51853 -1.13714
H 0.07856 1.21454 -2.00196

The net charge is +1. For the energy above the lowest of the compared OMol25 structures with the same formula, charge and spin, the calculation gives 82.6 kJ/mol. The HOMO-LUMO gap comes out at 12.214 eV.



The following is a quantum chemistry calculation of 9 unconnected molecules or ions with the total composition C23H57NO9PS8 at a distorted geometry, from the OMol25 dataset.

Atoms and positions in Å:
S 2.61643 -3.41925 2.68035
S 1.47270 1.96500 -0.73856
S -0.68343 -2.57868 8.39308
S -0.16382 0.65382 -9.14151
S 0.44658 1.05693 4.96729
S -1.54991 4.16338 -5.20405
S 1.02963 -4.18449 -4.08459
S 3.30543 -6.52656 -1.43196
P -5.43480 4.73960 3.26089
O 1.77546 -5.28612 -4.74580
O -0.26298 2.38206 4.87705
O -2.37888 5.33258 -5.60219
O 1.92572 -2.09383 2.58025
O 0.58148 -0.45528 -9.78452
O 1.18222 2.67437 -2.01375
O 2.62115 -5.19888 -1.52166
O 0.09222 -2.93943 7.17206
O -6.28031 5.36977 4.28400
N -2.83886 5.67967 3.34716
C 0.41034 0.32635 3.33928
C -4.19707 6.70168 1.71958
C -1.57035 -0.07116 -8.28283
C -4.02617 5.82082 2.72436
C 2.58337 0.60494 -1.11623
C -3.09879 7.48242 1.33514
C -0.53678 6.12347 3.72311
C -0.23682 3.99454 -6.41962
C 2.60215 -4.14315 1.03708
C 0.37308 -1.53825 9.41103
C 2.13352 -7.68504 -0.70685
C 0.10814 4.89091 3.60642
C 0.09796 -3.33571 -5.37068
C -0.68814 -0.10858 5.71635
C -0.65207 -4.00490 9.48446
C -1.13013 1.46553 -10.42336
C -1.78674 6.40680 2.98392
C 1.44885 -4.56502 3.42303
C -0.39697 -4.91679 -3.27318
C -1.89259 7.34080 1.96975
C 2.68350 2.95001 0.15682
C 3.29745 -7.25692 -3.06910
C -0.48808 4.69033 -3.85717
H -5.13790 6.83391 1.19870
H -0.55917 -2.59552 -4.91232
H -0.68540 3.70279 -7.36748
H -0.25389 -1.10853 5.68608
H 2.28705 -7.25541 -3.47066
H 1.33499 -2.02765 9.56399
H 0.21936 3.89666 -3.61669
H 2.55360 -8.69001 -0.73552
H 0.00787 4.15919 4.42853
H -4.80350 3.60019 3.81899
H 0.52340 -0.59318 8.89213
H 2.98367 -5.16060 1.08770
H 3.44070 0.97548 -1.67851
H -0.84640 0.18549 6.75296
H 2.91114 0.13648 -0.18744
H 3.53365 3.16747 -0.48978
H -6.11016 4.44717 2.05664
H -0.03504 -5.53203 -2.45186
H 1.19341 -7.65236 -1.25847
H 0.68173 4.64270 2.70851
H -1.64003 -0.09250 5.18421
H 3.24471 -3.54927 0.39326
H 1.86803 -5.57093 3.40186
H -0.48538 -4.05669 -5.94434
H -2.73233 5.00330 4.10130
H 3.68323 -8.27569 -3.00591
H -0.16006 6.91167 4.38202
H 2.20771 3.88161 0.45879
H 0.04444 5.59936 -4.14022
H 3.01141 2.40414 1.04214
H -0.11464 -1.35364 10.36818
H -1.01726 7.91791 1.70499
H 0.37690 -4.33330 9.63104
H 2.03919 -0.12174 -1.71645
H 1.95906 -7.39477 0.32818
H -1.11371 4.89055 -2.98938
H 0.28341 4.94499 -6.54045
H -1.22707 -4.80219 9.01780
H -2.21082 0.72348 -7.89807
H -1.03742 -4.12602 -2.88169
H 0.50574 -4.53512 2.87617
H -3.20882 8.18338 0.51302
H 3.94098 -6.66119 -3.71131
H 1.58893 -4.13989 0.63913
H 0.80695 -2.83577 -6.02841
H 1.28192 -4.26250 4.45640
H 0.46014 3.22142 -6.09515
H 1.03625 0.92324 2.67770
H -1.10569 -3.74021 10.43949
H -0.94896 -5.53489 -3.98260
H -0.44078 1.95664 -11.10724
H 0.80827 -0.69009 3.38821
H -1.71802 0.72495 -10.96588
H -1.19121 -0.66569 -7.45359
H -2.12954 -0.71070 -8.96614
H -0.61346 0.31593 2.96191
H -1.78490 2.21023 -9.96929

The net charge is +1. The HOMO-LUMO gap comes out at 5.884 eV.



The following is a quantum chemistry calculation of 2 unconnected molecules or ions with the total composition C4H6O at a distorted geometry, from the OMol25 dataset.

Atoms and positions in Å:
O -1.02585 1.58226 0.26401
C -0.52860 0.46891 -0.44207
C 1.57233 0.36527 -0.24202
C -1.07285 -0.77389 -0.07034
C 2.53859 -0.09185 0.26137
H -0.85725 1.47300 1.17043
H -0.50120 0.90365 -1.53484
H -2.14410 -0.79219 -0.22519
H -0.95795 -1.05639 1.04490
H -0.57290 -1.50296 -0.70830
H 3.54977 -0.57581 0.48204

The net charge is 0. Its expectation value of S² is 2.0211. As for the spin multiplicity: 3. For the energy above the lowest of the compared OMol25 structures with the same formula, charge and spin, the calculation gives 443.4 kJ/mol. The HOMO-LUMO gap (alpha / beta) comes out at 6.805 / 7.038 eV.



The following is a quantum chemistry calculation of C6H4O in the gas phase, from the OMol25 dataset.

Atoms and positions in Å:
O 1.21634 2.75366 1.82524
C -1.44236 -0.54147 -0.69063
C 0.92228 -0.54613 -0.05740
C 0.53127 2.07107 1.17844
C -0.30506 0.20022 -0.04833
C -0.39798 1.42592 0.50313
C 1.89194 -1.25845 -0.08351
H -1.95332 0.07194 -1.43567
H -1.04943 -1.44196 -1.16477
H 2.75849 -1.88496 -0.09311
H -2.17215 -0.84983 0.06662

The SMILES is C#CC(C)=C=C=O. The net charge is 0. For the energy above the lowest of the compared OMol25 structures with the same formula, charge and spin, the calculation gives 218.7 kJ/mol. The HOMO-LUMO gap comes out at 8.441 eV.



The following is a quantum chemistry calculation of a molecular structure, C22H37N8O5S4Y, from the OMol25 dataset.

Atoms and positions in Å:
Y 0.31390 0.45604 -1.31109
S -0.87823 -1.47002 -2.96719
S 4.17848 -5.38787 -0.76264
S 1.15388 1.10199 -3.95519
S -0.31180 3.41463 -0.83748
O 2.04259 0.87471 0.14346
O -0.87381 -0.49355 0.13565
O -1.02054 2.48196 -1.73744
O 2.74230 1.32061 2.21127
O 0.78725 4.14333 -1.44335
N 2.96915 -3.60275 0.82596
N 1.32186 -1.28438 3.41376
N 0.00509 2.59978 0.42541
N 1.73768 -4.39436 -0.93645
N 1.87985 -0.41892 -7.22069
N 1.36615 -1.46871 1.98433
N -0.46837 -3.33401 -6.10171
N 2.19657 -1.17539 -1.72438
C -3.46650 6.59163 0.10543
C 4.22806 -4.43389 2.78166
C 2.07716 1.59155 1.20751
C -3.18347 0.06581 -0.14628
C 4.16013 -3.43519 1.63399
C -4.48730 7.65161 0.42753
C -0.13291 -4.91210 0.60716
C 0.78211 -0.33046 -4.87465
C 2.90255 -4.39998 -0.24199
C 1.20903 2.85237 1.18926
C 1.37956 -0.38761 -6.18255
C -2.06732 0.15911 2.09447
C -1.53546 4.66196 -0.46907
C 0.43730 -3.95403 -0.42903
C -2.38982 4.48693 0.60657
C -1.63736 5.79536 -1.26383
C -2.12360 -0.57816 0.75126
C -2.59927 6.74934 -0.97388
C -0.03714 -1.35258 -4.49067
C -3.35061 5.44882 0.88802
C -0.26505 -2.44038 -5.40181
C -2.46385 -2.05325 0.98081
H 2.02046 -2.17416 -1.67013
H -0.21628 -3.86322 -1.29645
H -2.28729 3.59665 1.21529
H 2.19201 -2.97127 1.08453
H 4.13743 -2.41153 2.01561
H 1.66154 -0.34612 3.61644
H 0.50336 -2.94371 -0.02381
H 5.03291 -3.54222 0.99113
H -1.34016 -0.31532 2.75933
H 0.97521 3.11218 2.22378
H -2.45951 -2.58077 0.02398
H 2.45192 -0.95860 -2.68464
H 2.02906 -0.79847 1.59530
H -3.20401 -0.43899 -1.11485
H -0.21648 -5.91766 0.18957
H -1.74715 1.18783 1.91791
H -1.12388 -4.58352 0.92282
H -2.68069 7.63524 -1.59511
H -2.93232 1.11511 -0.31844
H 0.50873 -4.96006 1.48897
H 5.12337 -4.26572 3.38463
H -5.26463 7.26160 1.08507
H 1.99587 -1.92501 3.81743
H 4.25919 -5.44868 2.38434
H 2.97364 -0.93242 -1.11884
H 1.81787 3.65604 0.75660
H -4.17924 0.00921 0.30481
H -3.44630 -2.17208 1.44799
H 3.35383 -4.33757 3.42964
H 0.46335 -1.17742 1.60481
H -4.01968 5.30749 1.72987
H -0.95522 5.91759 -2.09461
H -1.71261 -2.50516 1.63459
H -4.02306 8.50369 0.93054
H 1.73883 -5.05838 -1.69311
H -4.96520 8.02690 -0.47879
H -3.04309 0.15864 2.59160

The net charge is -2. For the energy above the lowest of the compared OMol25 structures with the same formula, charge and spin, the calculation gives 37.0 kJ/mol. The HOMO-LUMO gap comes out at 5.766 eV.



The following is a quantum chemistry calculation of 3 unconnected molecules or ions with the total composition C5H12O2 at a distorted geometry, from the OMol25 dataset.

Atoms and positions in Å:
O -0.40929 2.76749 -1.30744
O -2.08396 3.90458 1.05270
C -0.24942 -1.87944 2.26200
C 0.99751 -1.23133 -1.29401
C 0.28050 -2.07598 0.88956
C 1.64165 -2.22761 -1.91565
C 0.89496 -1.12309 0.15650
H 2.14593 -3.01646 -1.46079
H 0.67491 -0.42097 -1.91692
H -0.30786 -2.91163 2.86975
H -1.20089 -1.52030 2.23981
H 0.21102 -1.14712 2.93437
H 1.07108 -0.18074 0.65818
H -1.23916 2.56441 -0.95342
H 0.06060 -3.26209 0.61405
H -0.03091 1.86706 -1.41181
H 1.55412 -2.18763 -2.99305
H -1.96193 3.35925 0.25869
H -2.42215 4.70436 0.60870

The SMILES is C=C/C=C/C.O.O. The net charge is 0. For the energy above the lowest of the compared OMol25 structures with the same formula, charge and spin, the calculation gives 321.8 kJ/mol. The HOMO-LUMO gap comes out at 9.439 eV.



The following is a quantum chemistry calculation of 2 unconnected molecules or ions with the total composition C9H12NO2PS at a distorted geometry, from the OMol25 dataset.

Atoms and positions in Å:
S -2.16859 2.98702 0.35842
P -2.97626 0.05206 0.22373
O -2.95659 1.67760 -0.09939
O -1.44163 2.91333 1.58725
N -0.09499 2.69804 -1.12395
C 1.66020 -1.37913 0.93525
C 3.04942 -1.63977 0.24806
C -0.93723 0.61893 -1.80855
C -0.09847 1.37578 -0.99777
C 0.62628 0.68534 -0.02749
C -2.21834 -0.10403 1.69110
C -0.93831 -0.76833 -1.74868
C 0.74919 -0.71261 -0.02403
C -0.08946 -1.43278 -0.92883
H 1.12343 1.24529 0.80615
H -2.25917 -1.00840 2.23093
H -1.51261 1.11960 -2.51144
H 3.65701 -0.81833 0.08549
H 1.81406 -0.59234 1.70912
H 3.54769 -2.29019 0.85227
H -1.60146 0.63748 2.06272
H 0.65214 3.06095 -0.58067
H 2.93826 -1.92582 -0.79573
H 1.24021 -2.39461 1.04716
H -0.18973 -2.49116 -0.79719
H -1.57503 -1.51394 -2.39392

The net charge is 0. For the energy above the lowest of the compared OMol25 structures with the same formula, charge and spin, the calculation gives 143.2 kJ/mol. The HOMO-LUMO gap (alpha / beta) comes out at 7.593 / 6.496 eV.



The following is a quantum chemistry calculation of C5H9N3OS in the gas phase at a distorted geometry, from the OMol25 dataset.

Atoms and positions in Å:
S -0.62513 1.69370 2.66398
O 3.63620 0.82187 0.48795
N -0.96281 -0.28615 0.87662
N 1.36764 0.64376 0.41212
N 2.50742 1.01514 0.94786
C -0.36730 0.74547 1.44100
C -0.34673 -0.86922 -0.42386
C -2.22892 -0.79695 1.23850
C 0.78498 0.77871 -1.86608
C 0.98088 -0.19746 -0.76967
H 1.86207 -0.84570 -0.92743
H -2.07674 -1.86692 1.63656
H 0.52871 1.76508 -1.66175
H -2.91583 -1.00033 0.44039
H -0.29989 -1.94811 -0.14235
H 0.06277 0.43695 -2.56322
H -2.68253 -0.14533 2.02059
H 1.72853 0.76435 -2.50293
H -0.95333 -0.70885 -1.30827

The net charge is 0. For the energy above the lowest of the compared OMol25 structures with the same formula, charge and spin, the calculation gives 417.8 kJ/mol. The HOMO-LUMO gap comes out at 8.400 eV.



Listing E_tot for the structures above in their given order: -29249.7497 -9816.0041 -111759.3518 -27866.0572 -7906.0985 -140647.8214 -6283.4068 -8330.1731 -89965.7833 -9471.8002 -35232.6395 -22678.8154 eV.
Listing M for the structures above in their given order: 126.58 106.15 224.92 135.24 92.16 779.22 70.09 92.10 710.76 104.15 229.24 159.21 u.